23
Properties=species:S:1:pos:R:3:nbo_charge:R:1 method="wB97M-V/def2-TZVPD" de_lowest_ev=3.108 total_charge=+1 gap_ev=9.96 mol_weight_g_mol=115.200 e_homo_ev=-13.537 multiplicity=1
C -3.1951 -0.0310 0.9612 0.0165
C 0.6046 -1.5171 -1.2391 -0.6927
C 1.3047 -1.1483 1.1653 -0.6994
C 0.2635 1.3409 -1.5130 -0.4539
C 1.0409 1.6615 0.7437 -0.4285
C 0.8538 -0.5863 -0.1316 0.5332
N -2.1559 -0.4014 0.3575 -0.6699
N 0.7508 0.6937 -0.2920 -0.2601
H -3.1282 0.9898 1.4738 0.1490
H -4.2416 -0.3198 1.0458 0.1807
H 0.7579 -2.5958 -0.8215 0.2484
H 1.3561 -1.4112 -1.9084 0.2586
H -0.3959 -1.4631 -1.6832 0.2645
H 0.6675 -0.9455 2.0063 0.2742
H 1.0674 -2.2648 1.0099 0.2468
H 2.3111 -0.9197 1.3047 0.2603
H 0.1990 0.8915 -2.4808 0.2496
H -0.6365 1.8904 -1.4155 0.2450
H 1.0717 2.0582 -1.7757 0.2312
H 2.0113 1.6030 1.0785 0.2300
H 0.7375 2.6415 0.4995 0.2444
H 0.4029 1.4435 1.6739 0.2377
H -2.2018 -1.1471 -0.2164 0.3345